A.
ORCA calculation (wB97M-V/def2-TZVPD) on a single C6H14O2 molecule.

XYZ file:
```
22
Properties=species:S:1:pos:R:3
C -0.47076 -1.67110 0.51165
C -0.49557 -0.43045 -0.38927
C -1.90334 0.33145 -0.25132
O -2.98866 -0.58798 -0.29883
C 0.65226 0.56056 -0.17402
C 0.76319 1.09416 1.25586
C 2.02060 -0.15202 -0.61827
O 0.47823 1.66866 -1.05408
H -1.20783 -1.60960 1.31896
H -0.70074 -2.56433 -0.07906
H 0.49667 -1.84122 0.98862
H -0.46392 -0.77323 -1.43171
H -2.02725 1.05110 -1.06654
H -1.97499 0.87075 0.69703
H -2.92736 -1.06816 -1.14026
H 0.08788 1.94225 1.41365
H 0.54489 0.33076 2.00633
H 1.77432 1.46849 1.45167
H 2.20888 -1.12754 -0.16613
H 2.04513 -0.26562 -1.70757
H 2.88153 0.47673 -0.36502
H 1.20682 2.29634 -0.90168
```

**HOMO energy**: -9.738 eV
**Gap between HOMO and LUMO**: 10.57 eV

In the natural (NBO) picture, each atom carries the following charge in e: atom 1 (C): -0.622, atom 2 (C): -0.260, atom 3 (C): -0.052, atom 4 (O): -0.722, atom 5 (C): 0.271, atom 6 (C): -0.653, atom 7 (C): -0.636, atom 8 (O): -0.730, atom 9 (H): 0.223, atom 10 (H): 0.216, atom 11 (H): 0.208, atom 12 (H): 0.201, atom 13 (H): 0.178, atom 14 (H): 0.175, atom 15 (H): 0.460, atom 16 (H): 0.221, atom 17 (H): 0.220, atom 18 (H): 0.208, atom 19 (H): 0.210, atom 20 (H): 0.217, atom 21 (H): 0.199, atom 22 (H): 0.467


B.
ORCA calculation (wB97M-V/def2-TZVPD) on C6H14O2 as an isolated structure.

XYZ file:
```
22
Properties=species:S:1:pos:R:3
C -0.60558 -2.13352 -1.82202
C -0.10928 -0.93750 -1.07900
C -0.80518 0.20543 -1.00053
C -0.52818 1.40232 -0.24928
C 0.69456 1.66178 0.34072
C 1.37875 2.93543 0.04439
H -1.54186 -1.89752 -2.34959
H 0.13088 -2.49403 -2.53523
H -0.83519 -2.97916 -1.16262
H 0.88058 -0.99256 -0.63695
H -1.72381 0.20119 -1.58718
H -1.22583 2.21904 -0.30083
H 1.11598 0.98680 1.07810
H 1.13805 3.36774 -0.90971
H 2.35623 3.08412 0.45505
H 0.52433 3.01613 0.80616
H 1.23314 -2.72078 1.41688
H 0.33063 -1.65244 2.03529
O 1.21373 -2.05420 2.11837
H -1.39986 -0.01835 2.43369
H -0.98533 -0.41218 1.02408
O -1.23677 -0.78776 1.88020
```

**HOMO energy**: -7.371 eV
**Gap between HOMO and LUMO**: 7.54 eV

In the natural (NBO) picture, each atom carries the following charge in e: atom 1 (C): -0.636, atom 2 (C): -0.216, atom 3 (C): -0.247, atom 4 (C): -0.390, atom 5 (C): -0.098, atom 6 (C): -0.650, atom 7 (H): 0.210, atom 8 (H): 0.213, atom 9 (H): 0.217, atom 10 (H): 0.199, atom 11 (H): 0.206, atom 12 (H): 0.208, atom 13 (H): 0.222, atom 14 (H): 0.237, atom 15 (H): 0.235, atom 16 (H): 0.298, atom 17 (H): 0.458, atom 18 (H): 0.491, atom 19 (O): -0.972, atom 20 (H): 0.477, atom 21 (H): 0.497, atom 22 (O): -0.961


C.
ORCA calculation (wB97M-V/def2-TZVPD) on a 3-piece molecular cluster, C6H14O2 overall.

XYZ file:
```
22
Properties=species:S:1:pos:R:3
C -1.10424 0.37263 -1.62529
C 0.32943 0.55775 0.16196
C 0.63228 0.03188 2.78696
C -0.50929 -0.29058 0.85231
C -1.88347 -0.89308 -1.84369
C 1.66481 0.11790 -0.34143
O -0.26275 0.71044 -2.68968
O 1.96838 0.44721 2.82497
H 0.21353 -0.08055 -2.96885
H 1.99964 1.39794 2.67395
H -1.70988 1.24724 -1.40008
H 0.22792 1.62222 0.36001
H -0.04868 0.68882 3.33246
H 0.58751 -1.00230 3.11683
H -1.49102 0.05143 1.15406
H -0.37286 -1.35923 0.73286
H -2.60793 -1.04375 -1.04285
H -2.45092 -0.87221 -2.78590
H -1.22407 -1.76758 -1.87799
H 1.90593 0.64167 -1.26909
H 1.68976 -0.95618 -0.52790
H 2.44592 0.37833 0.37637
```

**HOMO energy (spin up / spin down)**: -6.272 / -6.282 eV
**Gap between HOMO and LUMO (spin up / spin down)**: 7.14 / 7.17 eV

In the natural (NBO) picture, each atom carries the following charge in e: atom 1 (C): 0.112, atom 2 (C): -0.145, atom 3 (C): -0.115, atom 4 (C): -0.373, atom 5 (C): -0.690, atom 6 (C): -0.665, atom 7 (O): -0.717, atom 8 (O): -0.711, atom 9 (H): 0.462, atom 10 (H): 0.468, atom 11 (H): 0.158, atom 12 (H): 0.196, atom 13 (H): 0.144, atom 14 (H): 0.160, atom 15 (H): 0.205, atom 16 (H): 0.200, atom 17 (H): 0.222, atom 18 (H): 0.222, atom 19 (H): 0.201, atom 20 (H): 0.224, atom 21 (H): 0.204, atom 22 (H): 0.236


Which is most stable, and by how much? A, by 331.9 kJ/mol.


A.
ORCA calculation (wB97M-V/def2-TZVPD) on a 2-piece molecular cluster, C2H8O overall.

XYZ file:
```
11
Properties=species:S:1:pos:R:3
C -0.69042 1.32492 -3.80576
O -1.14322 2.66058 -3.62693
H -0.40657 0.80328 -2.88874
H 0.24281 1.33299 -4.38779
H -1.37359 0.70805 -4.37619
H -0.36283 3.19848 -3.78835
C 0.72691 -1.99862 4.56220
H 1.77125 -2.31712 4.55283
H 0.59187 -1.17811 5.26278
H 0.50036 -1.70584 3.54240
H 0.14344 -2.82859 4.95355
```

**HOMO energy**: -10.532 eV
**Gap between HOMO and LUMO**: 11.54 eV

In the natural (NBO) picture, each atom carries the following charge in e: atom 1 (C): -0.250, atom 2 (O): -0.715, atom 3 (H): 0.163, atom 4 (H): 0.158, atom 5 (H): 0.177, atom 6 (H): 0.466, atom 7 (C): -0.850, atom 8 (H): 0.211, atom 9 (H): 0.212, atom 10 (H): 0.214, atom 11 (H): 0.213


B.
ORCA calculation (wB97M-V/def2-TZVPD) on a 2-piece molecular cluster, C2H8O overall.

XYZ file:
```
11
Properties=species:S:1:pos:R:3
C -1.14221 -0.31117 1.19975
C 0.34146 -0.86614 1.23397
H -1.26329 -0.08065 2.17882
H -1.78494 -1.08781 0.74332
H -1.26750 0.61137 0.55912
H 0.76729 -1.05204 2.18513
H 0.49497 -1.96038 1.00371
H 1.00988 -0.26357 0.59374
O 0.76229 1.04167 -2.26537
H -0.19439 1.16560 -2.40946
H 0.94416 1.39801 -1.33378
```

**HOMO energy**: -11.533 eV
**Gap between HOMO and LUMO**: 12.38 eV

In the natural (NBO) picture, each atom carries the following charge in e: atom 1 (C): -0.612, atom 2 (C): -0.627, atom 3 (H): 0.208, atom 4 (H): 0.214, atom 5 (H): 0.197, atom 6 (H): 0.207, atom 7 (H): 0.209, atom 8 (H): 0.202, atom 9 (O): -0.941, atom 10 (H): 0.471, atom 11 (H): 0.471


Which is most stable, and by how much? A, by 19.9 kJ/mol.